(1)
A single C21H33N5O3 molecule. Source: the OMol25 dataset; level of theory: wB97M-V/def2-TZVPD.

Summary:
Lowest unoccupied orbital energy in eV: 0.39
Structure (SMILES): COC[C@@H]1CN(C(=O)[C@H]2CCC23CCC3)CCN1C(=O)Cc1nncn1C(C)C
Electronic energy in eV: -35904.1558
Relative energy (zero: lowest compared OMol25 entry of this formula, charge and spin) in kJ/mol: 92.72
HOMO in eV: -9.32

Cartesian coordinates (Å):
1 O 0.123 0.793 -3.309
2 O -1.587 -2.711 0.112
3 O 1.086 3.615 -0.391
4 N 0.683 1.384 -0.427
5 N 4.600 3.738 -1.760
6 N 5.781 3.767 -1.030
7 N -0.561 -0.829 0.788
8 N 4.531 2.080 -0.295
9 C -0.469 1.579 0.489
10 C 0.626 -1.077 -0.048
11 C -0.762 0.742 -4.418
12 C 5.706 2.786 -0.172
13 C -3.668 -0.100 0.959
14 C 2.484 2.440 -1.880
15 C 0.790 0.056 -1.103
16 C 5.241 -0.088 0.686
17 C 4.096 0.928 0.501
18 C -4.514 -3.042 0.188
19 C 3.524 1.406 1.848
20 C -0.501 0.438 1.527
21 C -0.199 -0.132 -2.277
22 C -4.950 -0.750 1.493
23 C -4.228 -2.104 1.381
24 C 3.864 2.751 -1.307
25 C -2.902 -1.295 1.576
26 C -4.209 -4.225 1.118
27 C -1.631 -1.668 0.760
28 C 1.340 2.503 -0.855
29 C -4.553 -3.298 2.294
30 H -3.163 -4.541 1.098
31 H -3.896 -2.921 -0.701
32 H -4.850 -5.099 0.998
33 H 4.884 -0.994 1.179
34 H 2.224 3.183 -2.634
35 H -2.653 -1.184 2.632
36 H 1.786 -0.081 -1.514
37 H -1.225 0.015 -1.934
38 H 1.506 -1.105 0.595
39 H 5.667 -0.387 -0.273
40 H -5.851 -0.638 0.887
41 H 2.707 2.116 1.707
42 H -0.436 2.532 1.022
43 H 2.497 1.520 -2.452
44 H -0.453 1.473 -5.165
45 H -3.428 0.890 1.350
46 H -0.129 -1.150 -2.664
47 H 0.597 -2.056 -0.534
48 H -1.389 1.544 -0.097
49 H -3.648 -0.061 -0.134
50 H 6.051 0.310 1.299
51 H 6.445 2.519 0.567
52 H 3.315 0.426 -0.063
53 H -1.307 0.567 2.249
54 H -3.935 -3.399 3.187
55 H 4.282 1.904 2.453
56 H -5.606 -3.354 2.580
57 H -5.185 -0.461 2.520
58 H -0.754 -0.241 -4.891
59 H -1.785 0.980 -4.124
60 H 3.133 0.572 2.430
61 H -5.557 -3.020 -0.134
62 H 0.419 0.454 2.113

***

(2)
A molecular structure, C21H34As2N4Ru. Source: the OMol25 dataset; level of theory: wB97M-V/def2-TZVPD.

Summary:
Total charge: +3
Lowest unoccupied orbital energy (alpha / beta) in eV: -9.16 / -10.82
Multiplicity: 2
Electronic energy in eV: -152524.3623
Relative energy (zero: lowest compared OMol25 entry of this formula, charge and spin) in kJ/mol: 0.00
Expectation value of S²: 0.76
HOMO (alpha / beta) in eV: -17.79 / -17.75

Cartesian coordinates (Å):
1 Ru 0.430 0.344 -0.373
2 As -1.316 1.988 0.309
3 As 0.235 -0.330 2.022
4 N -1.044 -0.630 -1.579
5 N 0.604 1.397 -2.225
6 N 2.548 0.702 -0.394
7 N 1.241 -1.519 -0.874
8 C -3.744 -0.649 3.384
9 C -0.788 -0.351 -3.052
10 C 1.058 0.714 3.432
11 C -1.674 -0.106 2.282
12 C 0.546 0.352 -3.273
13 C -2.579 2.547 -1.056
14 C -1.033 -2.088 -1.263
15 C -3.711 1.062 1.690
16 C 2.202 -4.080 -1.098
17 C 3.370 -0.553 -0.311
18 C -0.931 3.637 1.249
19 C 3.058 -3.039 -0.766
20 C -2.347 0.868 1.516
21 C 1.785 2.292 -2.133
22 C 0.688 -2.156 2.463
23 C 0.851 -3.820 -1.307
24 C 0.401 -2.523 -1.167
25 C 2.960 1.503 -1.610
26 C 2.543 -1.760 -0.663
27 C -2.377 -0.851 3.219
28 C -4.408 0.298 2.620
29 H -1.984 -0.300 -1.370
30 H 1.520 3.067 -1.411
31 H 2.142 0.606 3.411
32 H -2.087 3.049 -1.888
33 H 0.678 0.325 4.376
34 H 0.414 -2.378 3.493
35 H 1.383 -0.331 -3.143
36 H 0.786 1.763 3.344
37 H -3.178 1.714 -1.423
38 H 3.823 -0.641 0.677
39 H -1.587 -2.651 -2.016
40 H 0.595 0.771 -4.280
41 H 1.765 -2.286 2.355
42 H -0.196 1.999 -2.401
43 H 0.162 -4.614 -1.563
44 H -0.843 -1.283 -3.611
45 H -0.639 4.411 0.541
46 H -1.605 0.282 -3.404
47 H -5.471 0.450 2.751
48 H -1.834 3.944 1.774
49 H 2.003 2.779 -3.084
50 H -4.288 -1.234 4.113
51 H 3.307 0.792 -2.357
52 H 3.798 2.154 -1.363
53 H 4.112 -3.218 -0.595
54 H -0.128 3.479 1.965
55 H 2.582 -5.089 -1.190
56 H 4.199 -0.478 -1.016
57 H -3.252 3.270 -0.595
58 H -1.539 -2.222 -0.304
59 H 0.168 -2.837 1.791
60 H -4.248 1.808 1.117
61 H 2.750 1.246 0.442
62 H -1.878 -1.597 3.825

***

(3)
A molecular structure, C21H34Cl3N7O6. Source: the OMol25 dataset; level of theory: wB97M-V/def2-TZVPD.

Summary:
Lowest unoccupied orbital energy in eV: 0.27
Electronic energy in eV: -82593.5881
HOMO in eV: -8.45

Cartesian coordinates (Å):
1 Cl 0.208 -5.355 -15.186
2 Cl -2.501 -5.392 -14.228
3 Cl -1.555 -7.689 -16.032
4 O -2.366 -2.715 -23.476
5 O -0.496 -3.328 -22.289
6 O -0.366 -3.173 -24.544
7 O -6.028 -5.205 -21.127
8 O -6.179 -2.983 -21.472
9 O -4.628 -4.080 -22.537
10 N -1.370 -2.634 -19.438
11 N 1.602 -9.378 -19.501
12 N -5.663 -8.518 -19.027
13 N -3.020 -5.342 -17.415
14 N -0.765 -5.921 -21.547
15 N -6.726 -7.092 -16.331
16 N -2.091 -7.756 -19.268
17 C -5.694 -4.196 -21.711
18 C -0.849 -3.100 -25.874
19 C -5.355 -8.026 -19.970
20 C -3.231 -9.846 -18.197
21 C -2.063 -2.781 -18.547
22 C -0.005 -7.318 -19.680
23 C -2.539 -8.704 -18.756
24 C -2.757 -5.699 -20.007
25 C 0.266 -5.451 -21.738
26 C -1.166 -2.968 -23.462
27 C -4.148 -7.399 -16.095
28 C 0.865 -8.506 -19.627
29 C -3.800 -5.221 -22.802
30 C -2.933 -2.896 -17.359
31 C -7.414 -2.853 -20.810
32 C -1.465 -5.888 -15.590
33 C -5.598 -7.211 -16.232
34 C -1.117 -3.305 -21.012
35 C -4.941 -7.352 -21.198
36 C -2.915 -5.509 -18.555
37 C 1.613 -4.886 -22.029
38 H -3.070 -4.857 -20.625
39 H -3.701 -6.863 -16.933
40 H -4.002 -3.066 -17.482
41 H -1.555 -2.351 -20.715
42 H -1.276 -2.110 -26.036
43 H -0.717 -7.260 -20.503
44 H -2.505 -3.571 -16.618
45 H -1.727 -5.938 -20.270
46 H -2.795 -4.814 -22.920
47 H -3.487 -9.632 -17.160
48 H -3.340 -6.608 -20.151
49 H -1.511 -3.901 -26.202
50 H -4.593 -6.324 -21.095
51 H -7.274 -3.133 -19.766
52 H 0.060 -3.249 -26.457
53 H -3.701 -5.873 -21.934
54 H 2.267 -5.015 -21.166
55 H 0.658 -6.457 -19.766
56 H -3.958 -8.472 -16.077
57 H 2.012 -5.408 -22.899
58 H -3.786 -6.931 -15.180
59 H -1.909 -4.050 -20.935
60 H -0.549 -7.181 -18.745
61 H -4.130 -7.970 -21.582
62 H -2.694 -10.781 -18.358
63 H -1.901 -5.398 -16.460
64 H -7.816 -1.849 -20.948
65 H -8.064 -3.541 -21.349
66 H -4.034 -5.752 -23.724
67 H -4.177 -9.827 -18.739
68 H -0.414 -3.622 -20.242
69 H 1.537 -3.809 -22.183
70 H -3.022 -1.934 -16.854
71 H -5.774 -7.444 -21.895

***

(4)
A single C21H34N2O2 molecule. Source: the OMol25 dataset; level of theory: wB97M-V/def2-TZVPD.

Summary:
Lowest unoccupied orbital energy in eV: 0.73
Structure (SMILES): CC(C)C[C@@H](COc1ccccc1)N1CCN(CC(C)C)CCC1=O
Electronic energy in eV: -29404.4447
Relative energy (zero: lowest compared OMol25 entry of this formula, charge and spin) in kJ/mol: 14.73
HOMO in eV: -8.35

Cartesian coordinates (Å):
1 O -0.413 0.479 -2.410
2 O -2.464 0.615 1.426
3 N 0.179 -0.876 -0.711
4 N 3.333 -0.386 -0.460
5 C 2.885 0.427 -1.569
6 C -3.267 1.404 0.647
7 C 0.438 -0.192 -1.853
8 C -4.546 1.623 1.161
9 C 6.434 1.632 0.483
10 C -3.239 -2.210 0.382
11 C 1.222 -1.536 0.044
12 C 4.667 -0.081 0.016
13 C -1.177 0.269 0.980
14 C -2.909 1.988 -0.562
15 C -3.826 2.778 -1.237
16 C 1.839 -0.307 -2.417
17 C -5.092 2.995 -0.727
18 C 4.939 1.330 0.585
19 C -3.638 -3.574 0.946
20 C -5.449 2.412 0.479
21 C 2.316 -0.579 0.546
22 C -1.709 -2.143 0.276
23 C -3.923 -1.989 -0.965
24 C -1.165 -0.777 -0.153
25 C 4.489 1.474 2.037
26 H -5.798 3.611 -1.264
27 H 7.005 0.900 1.050
28 H -3.317 -4.370 0.277
29 H -1.779 -0.398 -0.974
30 H 6.767 1.602 -0.552
31 H -3.537 3.222 -2.178
32 H 4.923 -0.828 0.773
33 H 3.413 1.364 2.137
34 H 2.129 -1.353 -2.518
35 H -4.994 -2.146 -0.867
36 H -4.806 1.162 2.102
37 H 1.835 0.366 0.853
38 H -3.576 -1.438 1.079
39 H -3.539 -2.688 -1.706
40 H 5.334 -0.239 -0.837
41 H 4.399 2.061 -0.026
42 H -1.296 -2.418 1.250
43 H -0.678 -0.133 1.868
44 H -6.435 2.571 0.889
45 H 6.651 2.620 0.883
46 H 2.460 1.393 -1.242
47 H -1.377 -2.885 -0.455
48 H -3.772 -0.977 -1.333
49 H 0.753 -2.015 0.901
50 H 1.697 -2.313 -0.563
51 H 4.972 0.722 2.659
52 H 2.788 -1.028 1.421
53 H -3.184 -3.739 1.920
54 H -1.938 1.834 -1.005
55 H 4.763 2.456 2.417
56 H -4.717 -3.637 1.059
57 H -0.630 1.162 0.646
58 H 1.805 0.146 -3.409
59 H 3.753 0.637 -2.198

***

| no. | F_max (eV/Å) |
| --- | --- |
| 1 | 2.5 |
| 2 | 0.6 |
| 3 | 13.8 |
| 4 | 0.5 |